[1]
This record from the Open Molecules 2025 dataset describes a 6-piece molecular cluster, C35H82N6O3 overall at a distorted geometry. The level of theory is ωB97M-V/def2-TZVPD.

Element x y z (Å)
N  0.732  -4.426  5.995
H  1.429  -4.158  6.675
H  -0.225  -4.511  6.305
H  1.030  -5.320  5.631
H  0.697  -3.679  5.317
N  -0.600  -0.920  2.527
O  -1.086  0.178  2.523
O  0.046  -1.458  3.458
O  -0.711  -1.575  1.503
C  3.290  9.548  -4.187
C  1.735  9.716  -4.103
C  1.020  8.312  -4.098
C  1.538  7.387  -2.981
N  0.672  6.135  -2.839
C  1.324  5.193  -1.803
C  0.238  4.546  -0.925
C  -1.084  5.132  -1.513
C  -0.599  6.429  -2.074
C  0.367  5.398  -4.132
H  3.652  9.060  -3.282
H  3.762  10.529  -4.128
H  3.542  8.941  -5.056
H  1.401  10.378  -4.902
H  1.397  10.221  -3.198
H  1.246  7.915  -5.088
H  -0.069  8.351  -4.132
H  1.519  7.847  -1.994
H  2.534  7.014  -3.219
H  1.984  4.479  -2.294
H  1.998  5.736  -1.139
H  0.249  3.462  -1.037
H  0.470  4.885  0.085
H  -1.564  4.520  -2.278
H  -1.871  5.333  -0.786
H  -1.383  6.909  -2.659
H  -0.457  7.107  -1.232
H  -0.127  4.445  -3.942
H  1.289  5.159  -4.663
H  -0.344  5.949  -4.747
C  2.956  4.997  5.074
C  3.426  3.543  5.211
C  4.131  3.057  3.994
C  4.469  1.544  4.122
N  4.996  0.898  2.796
C  4.992  -0.618  2.844
C  4.819  -1.082  1.415
C  4.379  0.058  0.564
C  4.060  1.134  1.594
C  6.410  1.409  2.538
H  2.226  5.185  4.287
H  3.754  5.695  4.822
H  2.428  5.437  5.920
H  2.611  2.913  5.567
H  4.097  3.500  6.070
H  5.033  3.662  3.900
H  3.595  3.203  3.056
H  3.650  0.911  4.464
H  5.167  1.274  4.915
H  5.851  -1.147  3.256
H  4.127  -0.934  3.428
H  5.667  -1.518  0.886
H  4.009  -1.805  1.508
H  5.224  0.336  -0.066
H  3.559  -0.175  -0.115
H  4.201  2.128  1.171
H  3.022  1.060  1.919
H  7.067  1.017  3.315
H  6.370  2.497  2.603
H  6.809  1.022  1.601
C  -6.784  0.142  3.143
C  -5.794  -0.914  2.769
C  -6.108  -1.863  1.581
C  -6.248  -1.126  0.195
N  -6.361  -2.092  -1.023
C  -5.005  -2.833  -1.222
C  -4.106  -2.024  -2.156
C  -5.055  -1.014  -2.867
C  -6.508  -1.344  -2.356
C  -7.494  -3.087  -0.851
H  -7.801  -0.164  3.389
H  -6.814  0.879  2.341
H  -6.621  0.642  4.098
H  -5.535  -1.580  3.592
H  -4.892  -0.333  2.578
H  -7.098  -2.285  1.756
H  -5.373  -2.667  1.621
H  -5.371  -0.558  -0.115
H  -7.120  -0.479  0.295
H  -5.322  -3.732  -1.752
H  -4.631  -3.206  -0.269
H  -3.442  -2.634  -2.768
H  -3.459  -1.365  -1.576
H  -4.849  -1.176  -3.925
H  -4.594  -0.061  -2.605
H  -6.853  -2.115  -3.045
H  -7.141  -0.457  -2.353
H  -8.316  -2.371  -0.851
H  -7.445  -3.625  0.096
H  -7.495  -3.746  -1.719
C  -1.579  -7.108  1.281
C  -1.166  -7.132  -0.208
C  -0.075  -6.108  -0.739
N  0.681  -6.595  -1.984
C  -0.202  -6.824  -3.174
C  1.589  -7.792  -1.763
C  2.904  -7.496  -2.555
C  3.093  -6.002  -2.326
C  1.601  -5.516  -2.545
H  -2.567  -7.556  1.389
H  -1.484  -6.044  1.500
H  -0.798  -7.456  1.957
H  -2.078  -6.852  -0.734
H  -1.047  -8.165  -0.536
H  0.656  -5.882  0.037
H  -0.516  -5.155  -1.034
H  -0.882  -6.019  -3.454
H  -0.800  -7.685  -2.874
H  0.456  -7.266  -3.921
H  1.078  -8.726  -1.995
H  1.823  -7.762  -0.698
H  2.792  -7.732  -3.613
H  3.799  -8.023  -2.223
H  3.768  -5.559  -3.059
H  3.466  -5.766  -1.330
H  1.611  -5.368  -3.625
H  1.373  -4.588  -2.020

Summary:
Highest occupied orbital energy in hartree: -0.5362
Net charge: +4
Frontier orbital gap in eV: 6.6
E_LUMO in eV: -8.00
Max |F| in eV/Å: 3.2

---

[2]
This record from the Open Molecules 2025 dataset describes a 12-piece molecular cluster, C35H83N11O12S overall at a distorted geometry. The level of theory is ωB97M-V/def2-TZVPD.

Element x y z (Å)
C  -6.575  1.582  -5.174
C  -5.906  1.571  -3.826
O  -6.417  1.016  -2.861
N  -4.704  2.175  -3.723
C  -3.981  2.143  -2.465
H  -5.941  2.031  -5.943
H  -7.557  2.046  -5.144
H  -6.739  0.561  -5.526
H  -4.247  2.546  -4.536
H  -3.060  2.711  -2.596
H  -3.676  1.119  -2.246
H  -4.544  2.533  -1.622
C  2.594  -2.578  -3.657
C  2.073  -2.914  -5.032
O  2.818  -3.173  -5.959
N  0.718  -2.932  -5.156
C  0.052  -3.339  -6.357
H  3.523  -2.020  -3.786
H  2.782  -3.441  -3.014
H  1.933  -1.954  -3.047
H  0.137  -2.632  -4.381
H  -0.913  -2.840  -6.480
H  -0.160  -4.415  -6.385
H  0.633  -3.102  -7.248
C  3.688  1.504  2.675
C  4.975  2.201  2.995
O  5.850  2.335  2.140
N  5.167  2.650  4.248
C  6.438  3.155  4.709
H  2.905  1.736  3.398
H  3.844  0.422  2.666
H  3.383  1.733  1.656
H  4.479  2.456  4.955
H  7.240  2.432  4.538
H  6.397  3.438  5.756
H  6.748  4.035  4.141
C  1.728  4.534  -0.079
C  0.241  4.573  -0.267
O  -0.345  3.650  -0.833
N  -0.454  5.613  0.235
C  0.123  6.770  0.911
H  1.946  4.583  0.994
H  2.201  5.412  -0.523
H  2.143  3.606  -0.459
H  -1.446  5.617  0.065
H  0.442  7.508  0.173
H  0.875  6.509  1.648
H  -0.690  7.244  1.467
C  7.123  -1.378  3.312
C  6.755  -1.712  1.875
O  7.087  -2.757  1.344
N  6.098  -0.716  1.235
C  5.522  -0.867  -0.082
H  6.307  -0.951  3.898
H  7.976  -0.699  3.266
H  7.403  -2.281  3.852
H  6.099  0.177  1.701
H  6.277  -1.097  -0.835
H  4.993  0.037  -0.368
H  4.799  -1.684  -0.066
C  -3.646  4.905  4.564
C  -3.269  3.518  4.078
O  -3.560  2.508  4.701
N  -2.637  3.474  2.883
C  -2.190  2.258  2.213
H  -2.930  5.656  4.229
H  -3.619  4.913  5.651
H  -4.653  5.116  4.209
H  -2.560  4.346  2.389
H  -1.546  2.576  1.394
H  -3.041  1.707  1.814
H  -1.597  1.673  2.913
C  0.739  -1.332  0.121
C  0.880  0.146  -0.135
O  1.970  0.717  -0.031
N  -0.229  0.829  -0.456
C  -1.572  0.326  -0.510
H  -0.077  -1.567  0.809
H  1.678  -1.713  0.501
H  0.413  -1.766  -0.829
H  -0.079  1.795  -0.741
H  -1.848  -0.123  -1.469
H  -2.271  1.139  -0.318
H  -1.832  -0.406  0.256
C  2.191  1.373  -3.291
C  3.323  2.330  -3.024
O  3.708  3.114  -3.883
N  3.881  2.283  -1.791
C  5.027  3.070  -1.403
H  2.133  1.045  -4.325
H  1.253  1.879  -3.043
H  2.234  0.476  -2.670
H  3.465  1.596  -1.176
H  4.992  3.179  -0.317
H  4.905  4.087  -1.781
H  5.974  2.660  -1.748
C  -0.717  -2.953  5.022
C  -1.345  -2.872  3.641
O  -0.718  -3.175  2.637
N  -2.633  -2.457  3.622
C  -3.367  -2.251  2.376
H  -0.211  -2.009  5.226
H  -0.024  -3.782  5.128
H  -1.483  -3.086  5.791
H  -3.018  -2.174  4.506
H  -2.772  -2.521  1.514
H  -3.658  -1.205  2.388
H  -4.245  -2.902  2.385
C  -6.335  -1.165  -0.221
C  -5.699  -0.290  0.815
O  -4.557  0.136  0.669
N  -6.405  -0.030  1.930
C  -5.889  0.757  3.043
H  -5.623  -1.901  -0.597
H  -6.527  -0.558  -1.111
H  -7.240  -1.686  0.087
H  -7.348  -0.358  2.032
H  -5.180  0.161  3.622
H  -6.711  1.121  3.649
H  -5.303  1.600  2.679
C  1.036  -4.754  0.430
C  2.017  -5.509  -0.443
O  2.314  -5.114  -1.559
N  2.453  -6.691  0.054
C  3.372  -7.568  -0.646
H  1.419  -3.820  0.825
H  0.775  -5.351  1.309
H  0.130  -4.581  -0.140
H  2.209  -6.895  1.007
H  4.007  -8.033  0.109
H  4.028  -6.977  -1.281
H  2.851  -8.334  -1.218
C  -3.678  -2.079  -4.059
S  -2.345  -3.103  -3.356
O  -1.218  -2.207  -2.944
C  -3.208  -3.504  -1.831
H  -3.946  -2.405  -5.060
H  -3.306  -1.054  -4.116
H  -4.547  -2.083  -3.407
H  -2.485  -3.823  -1.083
H  -4.019  -4.221  -1.936
H  -3.617  -2.565  -1.446

Summary:
Highest occupied orbital energy in hartree: -0.3121
Relative energy (zero: lowest compared OMol25 entry of this formula, charge and spin) in kcal/mol: 0.0
Net charge: 0
Frontier orbital gap in eV: 8.5
E_LUMO in eV: 0.05
Max |F| in eV/Å: 1.2